[1]
{
  "formula": "ILi3",
  "method": "ωB97M-V with the def2-TZVPD basis set",
  "symbols": ["Li", "Li", "I", "Li"],
  "xyz": [[0.067, -0.445, 1.507], [-1.723, 0.047, 0.259], [-0.023, 0.344, -0.342], [1.680, 0.055, -1.423]],
  "forces_ev_per_angstrom": [[1.5, -2.5, 6.0], [-11.0, -1.3, 2.4], [4.9, 4.4, -5.4], [4.6, -0.7, -3.1]],
  "lowdin_charge": [0.5617, 0.4431, 0.4078, 0.5874],
  "relative_energy_ev": 6.3753,
  "homo_lumo_gap_ev": 11.64,
  "charge": 2,
  "spin_multiplicity": 1,
  "mol_weight_g_mol": 147.727
}

[2]
{
  "formula": "C18H28N4O3",
  "method": "ωB97M-V with the def2-TZVPD basis set",
  "symbols": ["C", "O", "H", "H", "C", "H", "H", "H", "C", "H", "N", "H", "C", "C", "H", "C", "H", "H", "C", "H", "H", "C", "H", "N", "H", "H", "N", "H", "C", "N", "H", "H", "H", "C", "C", "H", "C", "H", "H", "H", "C", "H", "H", "O", "H", "C", "O", "C", "H", "C", "H", "C", "C"],
  "xyz": [[-2.327, -2.468, 1.410], [2.670, 1.964, 0.395], [-3.263, 1.140, -0.823], [0.502, -1.385, 1.478], [1.995, 4.055, -3.161], [2.210, 1.191, -3.483], [-0.599, -5.248, 4.591], [3.388, 0.969, -2.181], [2.504, 2.947, -2.223], [-3.824, -1.604, 0.156], [1.397, 2.588, -1.347], [-4.303, -1.807, 1.858], [-3.328, 1.546, 0.190], [-1.900, 1.017, 2.192], [-3.639, 2.593, 0.131], [1.535, 2.099, -0.058], [-0.567, 0.595, 3.841], [3.595, 3.850, -4.752], [0.650, -1.869, 0.514], [0.164, -6.324, 3.394], [0.503, 4.401, -4.811], [-0.082, -3.217, 0.504], [-4.223, -3.224, 0.784], [-0.253, -4.384, 2.708], [1.577, 4.899, -2.603], [3.832, 1.913, -3.606], [-1.536, -2.974, 0.463], [-1.060, -3.789, 2.852], [-0.659, 0.945, 2.816], [-0.906, 1.803, 0.163], [1.718, -2.031, 0.364], [1.449, 1.267, 2.521], [-2.792, 0.726, 2.737], [0.324, 1.739, 0.740], [-3.772, -2.262, 1.022], [1.291, 2.738, -4.872], [0.127, -5.303, 3.779], [0.272, -1.225, -0.281], [3.329, 3.368, -1.634], [-4.087, 0.986, 0.741], [0.456, -4.178, 1.592], [0.445, 2.659, -1.698], [0.177, -3.696, -0.441], [-1.957, -2.180, 2.539], [-1.982, -3.180, -0.415], [1.346, 3.769, -4.514], [1.514, -4.767, 1.399], [0.459, 1.318, 2.077], [1.115, -5.037, 4.158], [2.721, 4.434, -4.448], [2.775, 5.498, -4.700], [3.012, 1.680, -2.923], [-1.993, 1.451, 0.866]],
  "forces_ev_per_angstrom": [[-0.7, 0.5, 0.5], [-0.7, -0.1, 0.4], [0.0, 0.2, 0.1], [0.0, 0.1, -0.1], [0.2, -0.1, -0.5], [0.1, 0.1, 0.0], [0.0, 0.1, -0.2], [-0.1, 0.2, 0.0], [-0.1, 0.0, -0.5], [-0.2, 0.0, -0.1], [-1.4, -0.3, 1.5], [0.1, -0.1, -0.1], [0.0, -0.1, -0.2], [0.2, 0.0, 0.2], [0.0, -0.1, -0.1], [1.9, 0.6, -1.7], [0.0, 0.1, -0.2], [-0.4, 0.2, 0.1], [0.3, -0.3, 0.4], [0.1, 0.0, 0.1], [0.3, -0.3, 0.1], [0.0, 0.6, 0.1], [-0.1, 0.0, -0.1], [-1.1, 0.3, 0.4], [0.1, -0.3, -0.2], [0.0, -0.1, 0.0], [0.4, -0.8, -0.6], [0.2, 0.0, 0.1], [-0.1, 0.3, -0.7], [0.8, 0.0, 0.1], [0.0, 0.0, 0.0], [-0.1, 0.1, -0.2], [0.0, 0.0, -0.1], [-2.0, -0.4, 0.8], [0.1, 0.0, -0.1], [0.1, 0.4, 0.2], [0.4, 0.2, -0.6], [0.0, 0.0, 0.0], [-0.3, -0.1, 0.1], [0.1, 0.1, 0.0], [0.5, -0.7, 0.0], [0.4, 0.0, 0.0], [-0.2, -0.2, 0.1], [0.3, 0.0, 0.3], [0.0, 0.0, 0.0], [0.4, 0.3, 0.3], [-0.1, 0.4, -0.4], [0.5, 0.1, -0.3], [0.0, -0.1, 0.0], [-0.5, -0.2, 0.3], [0.0, -0.5, 0.1], [0.2, 0.2, 0.0], [0.7, -0.1, 0.3]],
  "lowdin_charge": [-0.5489, 0.0454, 0.0785, 0.0708, -0.2493, 0.0757, 0.0832, 0.0805, -0.3294, 0.0750, 0.0883, 0.0868, -0.0444, -0.0339, 0.0831, -0.4074, 0.1173, 0.0925, -0.0237, 0.0844, 0.0950, -0.2266, 0.0858, 0.0289, 0.1363, 0.0735, 0.1089, 0.0872, -0.0500, 0.1543, 0.0921, 0.1185, 0.1119, -0.1787, 0.0071, 0.0914, -0.0535, 0.0828, 0.1475, 0.0671, -0.4658, 0.1329, 0.1475, 0.0225, 0.1437, -0.1143, 0.0456, -0.0153, 0.0856, -0.1124, 0.0964, -0.0420, -0.3281],
  "relative_energy_ev": 0.8128,
  "homo_lumo_gap_ev": 9.67,
  "spin_multiplicity": 1,
  "smiles": "Cc1cccc(C(=O)N[C@@H](C)C2CC2)n1.CNC(=O)[C@H](C)NC(C)=O",
  "mol_weight_g_mol": 348.447
}

[3]
{
  "formula": "C2H3NO3",
  "method": "ωB97M-V with the def2-TZVPD basis set",
  "symbols": ["O", "H", "O", "O", "H", "N", "H", "C", "C"],
  "xyz": [[-0.555, 1.163, 2.036], [-0.398, 1.406, 0.029], [0.650, -0.279, 0.563], [-0.003, -1.216, -2.000], [0.537, -0.511, 2.591], [-0.410, 0.104, -1.657], [0.033, -1.297, -2.918], [-0.011, 0.514, -0.472], [0.158, 0.116, 1.827]],
  "forces_ev_per_angstrom": [[3.2, -5.2, -0.9], [0.1, 0.0, -1.1], [-2.0, 1.3, 0.2], [0.1, 0.8, 3.8], [0.3, -0.8, 0.7], [1.9, 0.2, 2.1], [-0.3, 0.5, -2.5], [-1.0, -2.2, -0.8], [-2.3, 5.2, -1.6]],
  "lowdin_charge": [-0.0021, 0.1166, -0.0066, -0.0377, 0.1267, 0.0361, 0.0530, -0.1031, -0.1829],
  "relative_energy_ev": 3.9879,
  "homo_lumo_gap_ev": 10.79,
  "spin_multiplicity": 1,
  "smiles": "O=CO/C=N\\O",
  "mol_weight_g_mol": 89.050
}

Number 1: total energy -8696.547 eV. Number 2: total energy -31224.355 eV. Number 3: total energy -9752.102 eV.